Computed, not measured: a cluster of 2 separate species, C4H4BrClO2 in total in a non-equilibrium geometry, with wB97M-V/def2-TZVPD.

Structure (ORCA input):
```
! RIJCOSX wB97M-V def2-TZVPD def2/J DEFGRID3
* xyz 0 1
C -1.8920 -1.2812 -2.7246
C 1.3529 0.9352 0.6224
C 0.6167 0.5051 1.8461
C 0.2005 0.0415 0.5182
O -2.5519 -2.0720 -2.1592
O -1.3543 -0.4610 -3.3322
Cl -1.4625 0.5060 -0.1112
Br 0.3623 -1.8955 0.0411
H 1.3041 1.9764 0.1959
H 2.3629 0.6204 0.4490
H 1.0856 -0.1041 2.5914
H -0.0242 1.2293 2.0632
*
```

- LUMO level: 0.50 eV
- Total energy: -3339.48142 a.u.
- SMILES: ClC1(Br)CC1.O=C=O
- ΔE to the lowest compared entry with this formula, charge and spin: 0.00 kcal/mol
- HOMO-LUMO gap: 10.863 eV



Computed, not measured: a structure of composition C6H9NO in a non-equilibrium geometry, with wB97M-V/def2-TZVPD.

Structure (ORCA input):
```
! RIJCOSX wB97M-V def2-TZVPD def2/J DEFGRID3
* xyz 0 1
C -1.3039 -1.2349 0.6226
C -0.5837 0.0136 -0.7039
C -0.1741 -0.2228 0.7548
C 1.2311 -0.0142 0.8043
C 1.5962 0.9558 -0.3720
C 0.4409 1.0186 -1.2742
H -1.2232 -2.3393 0.1808
H -1.8885 -1.4211 1.5867
H -2.4561 0.2421 -0.1157
H -0.3711 -0.9328 -1.4047
H -0.7673 0.6155 1.5191
H 1.7446 -1.0262 0.7620
H 1.5313 0.3376 1.9074
H 2.6421 1.0113 -0.7296
H 0.7077 1.2570 -2.3579
N -1.9928 -0.5133 -0.6077
O 0.8668 2.2532 -0.5720
*
```

- LUMO level: 0.99 eV
- Total energy: -363.80203 a.u.
- ΔE to the lowest compared entry with this formula, charge and spin: 139.44 kcal/mol
- HOMO-LUMO gap: 10.666 eV



Computed, not measured: a structure of composition C6H11IOSi in a non-equilibrium geometry, with wB97M-V/def2-TZVPD.

Structure (ORCA input):
```
! RIJCOSX wB97M-V def2-TZVPD def2/J DEFGRID3
* xyz 0 1
C 1.2042 -1.5569 1.4252
C 0.7585 2.8538 1.0929
C 1.5598 -0.3594 0.9483
C 0.5594 2.2852 -0.1190
C 0.5797 -1.3757 -2.4455
C -4.0808 -0.7666 0.6260
O 0.7194 0.0465 -2.0057
Si 0.5842 0.4632 -0.3898
I -2.6254 -0.3897 -0.8683
H 1.6706 -2.0747 2.3017
H 0.3410 -2.1166 1.0681
H 1.0354 3.9272 1.2806
H 0.6500 2.2702 1.9962
H 2.3499 0.3094 1.2486
H 0.3441 2.9407 -0.9412
H 1.5601 -1.9087 -2.0436
H 0.7064 -1.2120 -3.6290
H -0.3140 -1.7893 -2.0292
H -3.7306 -1.6459 1.0805
H -3.8721 0.0992 1.4031
*
```

- LUMO level (spin up / spin down): -1.16 / -0.75 eV
- Total energy: -897.44564 a.u.
- ΔE to the lowest compared entry with this formula, charge and spin: 84.82 kcal/mol
- HOMO-LUMO gap (spin up / spin down): 5.032 / 6.480 eV



Computed, not measured: a structure of composition C33H81AsF6N3O19P4 in a non-equilibrium geometry, with wB97M-V/def2-TZVPD.

Structure (ORCA input):
```
! RIJCOSX wB97M-V def2-TZVPD def2/J DEFGRID3
* xyz 0 2
As -1.2271 -0.6985 0.3462
F -3.0596 -0.3974 0.5450
F -0.9930 0.7305 1.4281
F 0.5244 -1.0714 0.4577
F -1.3033 -2.0879 -0.7446
F -1.0245 0.3790 -1.1356
F -1.2714 -1.8093 1.7973
C 3.4916 -1.2313 -1.6867
O 4.6120 -0.7663 -1.5375
N 3.1728 -2.5295 -1.6841
C 1.7599 -3.0366 -1.6906
C 4.1174 -3.5976 -1.5685
H 2.5393 -0.6789 -1.6733
H 1.5123 -3.7122 -0.8719
H 1.5814 -3.6032 -2.6045
H 1.1193 -2.1738 -1.5080
H 4.0203 -4.1332 -0.6242
H 3.9974 -4.3006 -2.3928
H 5.1260 -3.1896 -1.6337
C -2.1431 2.8362 -2.9087
O -1.8900 3.1277 -4.0844
N -3.2408 3.2493 -2.2303
C -3.5024 2.8150 -0.8378
C -4.2556 4.1861 -2.8163
H -1.3925 2.3101 -2.2988
H -4.5819 2.6754 -0.7799
H -3.1686 3.6036 -0.1634
H -3.0610 1.8505 -0.5870
H -5.2342 3.7995 -2.5319
H -4.2513 5.1334 -2.2772
H -4.1174 4.3305 -3.8879
C -3.3040 -4.4405 -5.4366
O -3.7951 -5.1413 -6.3570
N -2.9679 -4.9250 -4.2313
C -2.3880 -4.0612 -3.1842
C -3.0427 -6.3515 -3.9171
H -2.9877 -3.3926 -5.5553
H -3.1478 -4.1198 -2.4048
H -2.2394 -3.0087 -3.4258
H -1.4809 -4.4925 -2.7609
H -2.0240 -6.6338 -3.6515
H -3.7174 -6.5565 -3.0859
H -3.3158 -6.9824 -4.7630
C -5.6500 -1.0981 1.8953
C -5.1497 0.4026 2.1616
O -5.8705 1.0126 3.2500
P -5.6695 2.5374 3.6938
O -5.4982 3.4859 2.5801
O -7.0044 2.8792 4.5680
C -7.2229 4.2003 4.8972
C -8.5030 4.1614 5.7845
O -4.4580 2.4046 4.7533
C -3.2094 3.1706 4.8061
C -2.2443 2.6661 3.6450
H -5.6130 -1.5422 2.8901
H -6.6665 -1.2391 1.5281
H -4.9352 -1.5546 1.2106
H -4.1490 0.3015 2.5816
H -4.9860 1.0097 1.2713
H -6.3862 4.6719 5.4126
H -7.4137 4.8369 4.0332
H -9.4191 3.7174 5.3951
H -8.2344 3.6113 6.6863
H -8.7618 5.1962 6.0091
H -3.4496 4.2046 4.5586
H -2.8347 3.0132 5.8176
H -1.4512 3.3603 3.3672
H -1.8582 1.6832 3.9150
H -2.8090 2.5906 2.7158
C 0.3235 -1.5147 -5.0853
C -0.9367 -0.6830 -4.5310
O -2.0769 -1.3090 -5.0622
P -3.4935 -0.6113 -4.8292
O -3.4984 0.8793 -4.8469
O -4.4351 -1.1944 -6.0214
C -5.6432 -0.4668 -6.3726
C -5.4839 -0.1470 -7.8861
O -4.0795 -1.3937 -3.5627
C -3.9480 -0.9146 -2.2825
C -5.2729 -0.1000 -2.1585
H 1.2222 -1.1076 -4.6219
H 0.2276 -2.5340 -4.7112
H 0.3767 -1.4181 -6.1697
H -0.9049 -0.7716 -3.4451
H -0.8899 0.3212 -4.9523
H -6.4847 -1.1549 -6.2922
H -5.7973 0.3946 -5.7228
H -6.2921 0.3040 -8.4618
H -4.6825 0.5883 -7.9586
H -5.1738 -1.0466 -8.4178
H -3.9507 -1.6107 -1.4437
H -3.0956 -0.2354 -2.2989
H -5.1854 0.7707 -2.8083
H -6.1190 -0.6031 -2.6264
H -5.5453 0.2329 -1.1569
C 8.7441 -3.9146 4.3252
C 7.9305 -2.8253 3.4427
O 6.6130 -3.2794 3.2577
P 5.3585 -2.3293 2.7625
O 5.7860 -1.3176 1.7199
O 4.9130 -1.6144 4.1109
C 4.5594 -2.4238 5.1009
C 5.1115 -2.0020 6.4218
O 4.1515 -3.3447 2.4416
C 2.8724 -2.8333 2.0898
C 1.7396 -3.5971 2.8070
H 9.7994 -3.6420 4.3247
H 8.4576 -3.8080 5.3715
H 8.6635 -4.9376 3.9575
H 7.8639 -1.8266 3.8745
H 8.4243 -2.7355 2.4752
H 3.4854 -2.2989 5.2390
H 4.7053 -3.4956 4.9668
H 6.1911 -1.8534 6.4047
H 4.6722 -1.0321 6.6548
H 4.7293 -2.6266 7.2293
H 2.7498 -1.7845 2.3602
H 2.6603 -2.7492 1.0239
H 0.7607 -3.1286 2.7049
H 1.8430 -4.6208 2.4472
H 1.8492 -3.6278 3.8911
C 5.5034 5.1507 -1.9107
C 5.3103 3.7111 -1.7063
O 4.8126 3.4916 -0.3755
P 5.5572 2.6296 0.8586
O 6.1979 1.3450 0.4879
O 6.5643 3.7234 1.5045
C 7.7857 3.9706 0.9806
C 8.4965 5.1702 1.5343
O 4.2462 2.5098 1.8849
C 3.5166 1.3316 1.8799
C 1.9553 1.5089 2.1397
H 5.8472 5.5349 -2.8711
H 4.5333 5.6275 -1.7706
H 6.1181 5.5239 -1.0916
H 4.6965 3.1965 -2.4456
H 6.2063 3.0980 -1.8035
H 8.4081 3.1424 1.3198
H 7.8081 4.0083 -0.1085
H 8.6077 5.1933 2.6184
H 9.4926 5.1386 1.0928
H 8.0534 6.1184 1.2297
H 3.6996 0.7813 0.9570
H 3.9059 0.7941 2.7446
H 1.4707 0.5763 2.4290
H 1.9155 2.1549 3.0168
H 1.4979 1.9566 1.2574
*
```

- LUMO level (spin up / spin down): -0.82 / -5.76 eV
- Total energy: -7100.47539 a.u.
- HOMO-LUMO gap (spin up / spin down): 7.896 / 2.953 eV



Computed, not measured: a structure of composition C19H49BF4N5O7Rb in a non-equilibrium geometry, with wB97M-V/def2-TZVPD.

Structure (ORCA input):
```
! RIJCOSX wB97M-V def2-TZVPD def2/J DEFGRID3
* xyz 0 1
Rb -6.4493 25.5177 22.3308
B -6.9301 25.5083 25.5799
F -7.1107 24.3162 24.9449
F -7.9656 25.6969 26.4964
F -5.7146 25.7212 26.1763
F -7.0778 26.5328 24.6613
C -5.3975 24.4921 29.7741
O -4.4324 25.4573 30.0545
C -4.5883 26.6718 29.3492
C -3.3216 27.5224 29.1282
N -2.4730 27.5088 30.3270
C -1.0908 27.7827 30.0490
C -0.1243 27.6188 31.2415
O 1.2614 27.9221 31.0293
C 1.3764 29.1154 30.3075
H -6.4295 24.8280 29.8745
H -5.2734 23.7550 30.5674
H -5.3981 23.8949 28.8622
H -5.3071 27.3328 29.8334
H -5.0352 26.4181 28.3880
H -3.6864 28.5463 29.0473
H -2.8342 27.1773 28.2163
H -2.6077 26.5662 30.6640
H -0.9977 28.6936 29.4577
H -0.6915 27.1415 29.2631
H -0.1990 26.6631 31.7602
H -0.4183 28.3849 31.9589
H 2.4378 29.3619 30.3340
H 0.8404 30.0498 30.4743
H 1.2251 28.9412 29.2422
C -0.4327 28.0020 24.5252
O -1.6691 27.4346 24.0419
C -2.3332 26.5537 24.9328
C -3.4848 25.7787 24.3241
N -3.4311 25.6515 22.8828
C -2.5013 24.6819 22.5440
C -2.9336 23.1647 22.7151
O -4.0942 22.7621 21.9432
C -4.2063 23.3084 20.6396
H 0.3119 27.2375 24.3035
H -0.2579 28.2909 25.5616
H -0.3102 28.8400 23.8390
H -2.7199 27.1134 25.7845
H -1.7165 25.6961 25.2017
H -4.3696 26.4041 24.4430
H -3.7800 24.8507 24.8138
H -3.0493 26.5112 22.5150
H -1.5690 24.6461 23.1076
H -2.0915 24.8861 21.5548
H -3.2343 22.9253 23.7351
H -2.0375 22.5549 22.8312
H -4.6190 24.3172 20.6380
H -5.0214 22.6676 20.3033
H -3.3465 23.4493 19.9846
C -8.2649 35.3207 24.1946
O -8.3956 33.9556 23.7361
C -9.5311 33.2280 24.3955
C -9.4916 31.7503 24.1267
N -8.4284 31.2441 24.9658
C -8.3178 29.8263 24.7268
C -9.5006 29.0163 25.4087
O -10.2420 28.6372 24.2922
C -9.8375 27.4197 23.5833
H -7.4747 35.6766 23.5335
H -8.0672 35.4480 25.2589
H -9.1968 35.8083 23.9082
H -10.4719 33.5639 23.9594
H -9.5374 33.4737 25.4574
H -9.4292 31.5691 23.0536
H -10.3667 31.2086 24.4857
H -8.8351 31.3307 25.8862
H -7.3351 29.6463 25.1627
H -8.1991 29.5754 23.6727
H -10.0373 29.4779 26.2375
H -9.0584 28.1677 25.9307
H -9.8268 26.5481 24.2377
H -8.9062 27.5552 23.0334
H -10.6632 27.3424 22.8759
C -8.6470 21.7468 23.6513
O -9.2513 20.8720 23.1067
N -7.3780 21.8923 23.6435
N -9.1920 22.7327 24.3110
H -7.0070 22.5826 24.2805
H -6.8754 21.2168 23.0856
H -8.6563 23.4221 24.8188
H -10.1754 22.8053 24.5295
*
```

- LUMO level: -0.70 eV
- Total energy: -2002.19087 a.u.
- HOMO-LUMO gap: 7.612 eV



Computed, not measured: the molecule C4H2O3 in a non-equilibrium geometry, with wB97M-V/def2-TZVPD.

Structure (ORCA input):
```
! RIJCOSX wB97M-V def2-TZVPD def2/J DEFGRID3
* xyz 0 1
C -1.0591 -0.6551 -0.0698
C 1.1806 -0.6117 -0.2179
C 0.7324 0.8689 -0.2519
C -0.6911 0.8202 0.0255
H 1.2715 1.7154 0.3233
H -1.6553 1.4146 0.1843
O -2.1635 -1.1422 0.0796
O 0.1238 -1.3253 -0.2802
O 2.2607 -1.0847 0.2070
*
```

- LUMO level: -1.69 eV
- Total energy: -379.27684 a.u.
- SMILES: O=C1C=CC(=O)O1
- ΔE to the lowest compared entry with this formula, charge and spin: 40.01 kcal/mol
- HOMO-LUMO gap: 9.282 eV



Computed, not measured: a structure of composition C11H14BN7PdSe in a non-equilibrium geometry, with wB97M-V/def2-TZVPD.

Structure (ORCA input):
```
! RIJCOSX wB97M-V def2-TZVPD def2/J DEFGRID3
* xyz 0 3
H -0.8208 -3.2464 -0.9973
N -1.1279 -1.2123 -0.4623
B -1.8755 1.2210 -0.3601
N -2.0884 -0.2653 -0.7754
C -3.0321 -0.8679 -1.5449
Pd 0.8702 -0.7304 0.0881
H -3.8785 -0.3139 -1.8997
C -2.6711 -2.1994 -1.7379
H -3.1967 -2.9515 -2.3030
C -1.4548 -2.3701 -1.0563
H -2.8280 1.9048 -0.5741
C 4.0410 -0.9494 0.8348
H 4.5275 -1.9323 0.7904
H 3.9703 -0.6225 1.8803
H 4.5062 -0.1843 0.2057
N -0.6093 1.6927 -1.1798
N -1.3804 1.2398 1.1322
N 0.5635 0.9668 -1.0902
N -0.2890 0.4631 1.4945
C -0.4068 2.7386 -2.0090
C -1.8054 1.9044 2.2338
H -1.1904 3.4463 -2.2435
H -2.5817 2.6357 2.1279
C 0.9083 2.6932 -2.4583
C -1.0239 1.4837 3.3242
C 1.4838 1.5541 -1.8774
C -0.0787 0.5805 2.7958
H 1.4224 3.3742 -3.1077
H -1.1105 1.7999 4.3487
H 2.4801 1.1355 -1.9746
H 0.7215 0.0181 3.2840
H 3.0004 -1.0841 0.4734
Se 2.1634 -5.3942 1.3595
C 1.5980 -3.7933 0.8268
N 1.1931 -2.7352 0.4515
*
```

- LUMO level (spin up / spin down): 0.50 / -1.58 eV
- Total energy: -3365.02902 a.u.
- ΔE to the lowest compared entry with this formula, charge and spin: 0.00 kcal/mol
- HOMO-LUMO gap (spin up / spin down): 8.161 / 6.049 eV



Computed, not measured: a cluster of 2 separate species, H5NO2 in total in a non-equilibrium geometry, with wB97M-V/def2-TZVPD.

Structure (ORCA input):
```
! RIJCOSX wB97M-V def2-TZVPD def2/J DEFGRID3
* xyz 0 1
H 1.4663 -1.6532 0.8767
H 1.2723 -0.5087 -0.1952
H 0.3011 -1.7689 -0.4514
H -0.8926 0.2898 0.6211
H -1.3120 2.4480 -0.5553
N 1.2826 -1.5136 -0.1391
O -1.4836 0.8492 0.1027
O -0.6341 1.8574 -0.2594
*
```

- LUMO level: 0.90 eV
- Total energy: -208.11090 a.u.
- SMILES: OO.N
- ΔE to the lowest compared entry with this formula, charge and spin: 33.04 kcal/mol
- HOMO-LUMO gap: 10.824 eV